(1)
# C4H9NS

C4H9NS in the gas phase (ωB97M-V/def2-TZVPD, OMol25).

Frontier orbital gap = 9.462 eV
Energy = -16616.540 eV
ΔE to the lowest compared entry with this formula, charge and spin = 2.914 eV
F_max = 0.0790 hartree/bohr

```
! RIJCOSX wB97M-V def2-TZVPD def2/J DEFGRID3
* xyz 0 1
S -0.41 0.64 -0.22
N 1.22 0.16 -0.33
C -1.08 -0.05 1.37
C 2.04 1.11 -0.99
C -2.24 -0.98 1.09
C 1.59 -0.13 -1.70
H -0.17 -0.33 2.03
H -1.80 -1.79 0.40
H 3.06 0.97 -0.54
H -1.52 0.89 1.89
H 2.35 -0.94 -2.04
H 0.73 0.07 -2.38
H 1.75 2.11 -1.19
H -2.46 -1.28 2.03
H -3.06 -0.46 0.57
*
```

---

(2)
# C9H11BN2

C9H11BN2 in the gas phase (ωB97M-V/def2-TZVPD, OMol25).

Frontier orbital gap = 9.078 eV
Energy = -13166.856 eV
ΔE to the lowest compared entry with this formula, charge and spin = 2.186 eV
F_max = 0.1091 hartree/bohr

```
! RIJCOSX wB97M-V def2-TZVPD def2/J DEFGRID3
* xyz 0 1
N -0.03 0.24 1.26
N 0.00 -0.19 -1.15
C -0.53 -0.82 -3.28
C 0.49 0.78 2.40
C 2.52 -0.84 0.05
C -1.60 0.73 2.77
C -0.41 1.14 3.37
C -1.17 0.42 -1.52
C 0.36 -0.94 -2.26
C -1.39 0.16 1.53
C -1.49 0.15 -2.83
B 0.67 -0.11 0.13
H 3.09 -0.63 -0.80
H 3.25 -0.42 0.74
H -1.64 1.23 -0.88
H -2.05 -0.28 0.90
H 1.51 0.93 2.41
H -0.24 1.74 4.18
H 2.47 -1.94 -0.03
H -2.28 0.39 -3.51
H -0.24 -1.19 -4.29
H 1.36 -1.51 -2.30
H -2.66 0.96 3.11
*
```